40
Properties=species:S:1:pos:R:3 method="wB97M-V/def2-TZVPD" s_squared=3.776 orbital_gap_ev="7.89 / 7.37" multiplicity=4 total_charge=+2
C -0.33061 0.81164 2.09804
C -0.36335 -0.59908 2.15934
H 0.63113 1.14116 2.50026
H -1.10349 1.03886 2.87949
H -0.64198 1.70466 1.46423
H -0.17414 -1.55145 1.58816
H 0.41951 -0.78168 2.92569
H -1.38647 -0.84802 2.53296
C 0.46651 2.64243 -1.68078
C 0.79961 3.42386 -2.77099
C 1.07852 2.87258 -4.01388
C 0.98583 1.49534 -4.16606
H 0.21461 3.00217 -0.68451
H 0.84022 4.47003 -2.59847
H 1.35196 3.48473 -4.83882
H 1.16651 0.97916 -5.08427
N 0.46598 1.28165 -1.85581
C 0.65738 0.68464 -3.07374
C 0.54064 -0.76598 -3.09167
N 0.28864 -1.35299 -1.87998
C 0.11732 -2.70209 -1.69485
C 0.52760 -2.96795 -4.05401
C 0.25345 -3.50031 -2.82578
H -0.11728 -3.02814 -0.68699
H 0.12289 -4.54802 -2.65450
C 0.66415 -1.61695 -4.19878
H 0.86937 -1.10924 -5.12931
H 0.63270 -3.61569 -4.92529
Re 0.03060 -0.04180 -0.42988
C -2.03481 0.03331 -0.50245
H -2.44555 -0.97587 -0.67261
H -2.36265 0.65583 -1.34985
H -2.51257 0.42682 0.40552
F 2.58149 1.43051 -0.04615
C 2.17364 0.07875 0.03011
F 2.79273 -0.55926 -1.06686
C 2.90444 -0.48389 1.28168
F 4.25776 -0.32430 1.21533
F 2.54425 0.12662 2.44256
F 2.68565 -1.81614 1.43110

=====

43
Properties=species:S:1:pos:R:3 method="wB97M-V/def2-TZVPD" s_squared=8.785 orbital_gap_ev="6.76 / 6.16" multiplicity=6 relative_energy_ev=0.1444 total_charge=+1
Ir 0.31449 1.18359 0.90994
C -3.25692 -2.44601 0.60137
C -1.82478 -1.94494 0.84271
C -1.40260 -2.19486 2.28927
C -1.73657 -0.49742 0.40372
C -1.89976 0.57276 1.29593
C -1.95030 1.90070 0.80336
C -1.81787 2.18675 -0.57056
C -1.86509 3.60070 -1.08156
C -1.64110 1.10574 -1.44058
C -1.60981 -0.19597 -0.96345
H -3.33978 -3.50117 0.87953
H -3.54690 -2.34732 -0.44814
H -3.96606 -1.87410 1.20940
H -1.17653 -2.52245 0.18007
H -2.15466 -1.82725 2.99462
H -0.45153 -1.71345 2.53166
H -1.29705 -3.26671 2.46807
H -2.13307 0.38762 2.33432
H -2.18228 2.70564 1.49040
H -0.85212 3.97528 -1.26298
H -2.34417 4.26968 -0.36632
H -2.40574 3.65064 -2.02667
H -1.53116 1.29346 -2.50501
H -1.47394 -1.01454 -1.66618
Se 1.60269 0.43060 3.06280
Te 3.62316 1.75657 3.04882
Te 2.85551 4.16497 1.91536
Se 0.49354 3.85911 1.69963
O 4.43246 -0.49005 -3.23983
C 3.96294 -1.56273 -2.62466
O 4.28646 -2.68341 -2.91517
C 2.94747 -1.35013 -1.54150
C 2.32620 -2.40097 -0.91290
N 1.45976 -1.87531 -0.02882
N 1.48413 -0.53420 -0.04246
C 2.37996 -0.20400 -0.95368
C 2.68889 1.25584 -1.05032
O 3.43527 1.67252 -1.92755
O 2.16311 1.95590 -0.10320
H 4.06723 0.34253 -2.85688
H 2.47338 -3.46650 -1.04572
H 0.86314 -2.35712 0.61317

=====

43
Properties=species:S:1:pos:R:3 method="wB97M-V/def2-TZVPD" s_squared=8.815 orbital_gap_ev="6.61 / 5.94" multiplicity=6 relative_energy_ev=0.9140 total_charge=+1
Ir -0.71991 -0.41093 -1.53870
C -1.58947 -3.53110 2.34792
C -1.01561 -2.11380 2.45320
C -0.40914 -1.90184 3.84324
C -0.02646 -1.79367 1.34252
C -0.12788 -2.44588 0.07514
C 0.86545 -2.28526 -0.91996
C 1.94342 -1.43127 -0.73747
C 3.05805 -1.29563 -1.71564
C 1.82662 -0.44548 0.37848
C 0.96782 -0.87804 1.51144
H -2.22104 -3.72958 3.21232
H -0.78772 -4.27248 2.34019
H -2.20946 -3.66645 1.46134
H -1.84637 -1.40743 2.33307
H 0.49397 -2.50381 3.95897
H -1.12361 -2.21346 4.60351
H -0.16395 -0.85868 4.03886
H -0.88819 -3.19587 -0.08104
H 0.87916 -2.97802 -1.75381
H 2.76421 -0.62265 -2.53070
H 3.30840 -2.25553 -2.16713
H 3.94698 -0.87560 -1.24790
H 2.77142 -0.01296 0.69713
H 1.10405 -0.35104 2.44556
Se -3.11921 -0.86141 -1.14192
Te -4.32884 -0.03019 -3.12421
Te -2.47135 -0.19255 -5.15042
Se -0.35636 -0.69886 -4.00868
O 1.34957 5.14724 0.62039
C 0.41047 5.29346 -0.29478
O 0.02461 6.36526 -0.66881
C -0.19556 4.05601 -0.89389
C -1.24483 4.12051 -1.78728
N -1.55925 2.86101 -2.12124
N -0.78785 1.96819 -1.51772
C 0.05266 2.67357 -0.75934
C 1.06550 1.93960 0.03422
O 1.77067 2.40544 0.89135
O 1.06603 0.66345 -0.33713
H 1.56893 4.22145 0.82893
H -1.75430 4.98700 -2.17516
H -2.29162 2.55726 -2.74483

=====

40
Properties=species:S:1:pos:R:3 method="wB97M-V/def2-TZVPD" smiles="CCOc1ccccc1NC(=S)Nc1ccc(S(N)(=O)=O)cc1" orbital_gap_ev=8.72 relative_energy_ev=1.5319
C 1.89473 -0.04054 2.77462
C 2.65649 -0.04238 1.45595
O 1.98646 -0.77150 0.43214
C 1.95026 -2.15042 0.61203
C 3.09432 -2.87612 0.30633
C 3.13825 -4.24723 0.45981
C 2.01822 -4.90816 0.93622
C 0.87464 -4.19790 1.23254
C 0.79940 -2.81008 1.06668
N -0.40559 -2.21635 1.45724
C -1.18616 -1.18940 0.99481
S -2.68064 -1.06222 1.69550
N -0.66933 -0.37802 0.04931
C -1.22762 0.68337 -0.64721
C -2.59846 0.92539 -0.74622
C -3.05395 1.99508 -1.49411
C -2.15404 2.81753 -2.14024
S -2.74619 4.21377 -3.06398
N -2.83794 5.38043 -1.84655
O -1.74018 4.64147 -3.99316
O -4.07627 3.95739 -3.53571
C -0.79386 2.58669 -2.06473
C -0.33074 1.51962 -1.32427
H 2.42450 0.57409 3.49659
H 0.89415 0.36348 2.63870
H 1.81411 -1.05117 3.17025
H 2.74120 0.97191 1.05882
H 3.66264 -0.45416 1.60127
H 3.95651 -2.33438 -0.05322
H 4.03715 -4.79117 0.21727
H 2.03404 -5.97797 1.07485
H 0.00315 -4.71812 1.60352
H -0.94893 -2.80847 2.07658
H 0.34093 -0.46325 -0.07808
H -3.29940 0.28092 -0.24401
H -4.10855 2.19272 -1.59686
H -3.79166 5.64028 -1.65374
H -2.27629 6.18688 -2.06602
H -0.12434 3.24066 -2.59955
H 0.72899 1.31734 -1.26338

=====

40
Properties=species:S:1:pos:R:3 method="wB97M-V/def2-TZVPD" smiles="N[C@@H](Cc1c[nH]c2ccccc12)C(=O)N[C@@H](CC(=O)O)C(=O)O" orbital_gap_ev=8.35 relative_energy_ev=3.2530
N -0.38006 -1.27134 -0.65388
C 0.15912 -1.08410 0.68373
C 1.05696 0.10316 0.90072
C 2.40742 -0.02099 0.34780
C 3.62956 -0.33547 1.04009
N 4.61683 -0.49127 0.16699
C 4.06918 -0.06094 -1.04422
C 4.73317 -0.30092 -2.27370
C 3.98146 -0.27334 -3.42249
C 2.56691 0.05081 -3.28792
C 1.92681 0.29698 -2.15239
C 2.78507 0.17805 -0.96476
C -1.03829 -0.82667 1.63974
O -0.85750 -0.81083 2.84750
N -2.13252 -0.49660 1.01733
C -3.35416 -0.02033 1.63069
C -3.31306 1.50028 1.91913
C -3.50378 2.36742 0.64543
O -4.29213 3.32119 0.56780
O -2.60731 2.18729 -0.33451
C -4.53300 -0.42111 0.73310
O -4.40322 -0.50015 -0.46958
O -5.56606 -0.59839 1.39792
H -0.71562 -2.25680 -0.71921
H 0.39747 -1.29905 -1.30689
H 0.71282 -1.94594 1.02593
H 1.06448 0.67331 1.80140
H 0.61479 0.88813 0.32520
H 3.65437 -0.80379 2.06972
H 5.48717 -0.48013 0.62916
H 5.79999 -0.47166 -2.35025
H 4.26666 -0.62910 -4.45227
H 2.09507 0.17288 -4.25657
H 0.86845 0.46546 -1.98520
H -2.01995 -0.44412 0.00501
H -3.42066 -0.50179 2.55701
H -2.35698 1.77767 2.50802
H -4.12026 1.82907 2.63053
H -2.03663 1.45347 -0.17613
H -6.24255 -0.92034 0.76001

=====

44
Properties=species:S:1:pos:R:3 method="wB97M-V/def2-TZVPD" orbital_gap_ev="5.43 / 5.44" relative_energy_ev=0.5978 total_charge=+2
Os -0.30823 0.10267 -0.60405
N -2.02661 0.41150 -2.10956
N -2.85428 -0.72194 -2.21321
C -2.35174 -1.91500 -1.81569
N -3.00806 -3.02076 -2.08409
N -1.17917 -1.80602 -1.18000
N -0.38471 -2.91878 -0.91921
O 0.71795 -2.59867 -0.54249
O -0.79602 -4.03838 -1.09067
H -2.54894 1.17171 -1.67799
H -1.74540 0.72307 -3.04046
H -3.71518 -0.65066 -2.73502
H -3.85728 -3.00975 -2.62784
H -2.62444 -3.90587 -1.77846
C 5.10857 -0.09026 -0.97308
C 4.05333 0.35245 -1.76553
C 2.77221 0.36773 -1.25077
C 2.55081 -0.06664 0.05862
C 3.60265 -0.50657 0.86016
C 4.88027 -0.51394 0.33014
N 1.21620 -0.07642 0.52773
N 1.05625 -0.21739 1.84087
C -0.20920 -0.20599 2.17905
C -0.60549 -0.30885 3.54544
C -1.93103 -0.31334 3.82659
C -2.89127 -0.22648 2.77342
C -2.54445 -0.11587 1.44906
C -1.18793 -0.07353 1.10718
H 6.11274 -0.09974 -1.37458
H 4.23467 0.69588 -2.77436
H 1.96949 0.76513 -1.86634
H 3.41835 -0.84409 1.86871
H 5.70548 -0.85707 0.93872
H 0.15697 -0.37582 4.30943
H -2.28124 -0.38597 4.84664
H -3.94107 -0.24990 3.04031
H -3.32337 -0.05142 0.69956
C -0.15230 4.29936 -0.12186
C -0.23305 2.88787 0.34271
O -0.22938 2.46999 1.46099
O -0.27946 1.99016 -0.72282
H -0.25982 4.97062 0.72454
H -0.91044 4.50208 -0.87617
H 0.82364 4.45488 -0.58563

=====

35
Properties=species:S:1:pos:R:3 method="wB97M-V/def2-TZVPD" smiles="O=C(O)c1cncc(C#CCC2CCCCC2)c1" orbital_gap_ev=9.15 relative_energy_ev=1.6310
O -3.99963 -2.17144 -3.56110
C -3.50980 -1.54430 -2.65637
O -4.20058 -1.23060 -1.54853
C -2.11800 -1.04500 -2.63573
C -1.28309 -1.30805 -3.72514
N -0.03052 -0.89983 -3.78633
C 0.45751 -0.21051 -2.77331
C -0.28175 0.11538 -1.62915
C 0.29977 0.85645 -0.57669
C 0.79193 1.49827 0.31480
C 1.40553 2.23323 1.39678
C 2.18273 1.30179 2.34232
C 2.92960 2.11687 3.39801
C 3.70634 1.19901 4.33785
C 2.76747 0.20372 5.01238
C 2.01727 -0.61156 3.96365
C 1.24237 0.30904 3.02563
C -1.60538 -0.31866 -1.56686
H -5.10239 -1.58098 -1.61580
H -1.65541 -1.87023 -4.57018
H 1.48891 0.10422 -2.86600
H 2.08722 2.97783 0.97454
H 0.62885 2.76061 1.95890
H 2.91285 0.73963 1.74885
H 3.61681 2.81481 2.91333
H 2.21085 2.70263 3.97705
H 4.22313 1.79543 5.09271
H 4.46221 0.65366 3.76773
H 3.33671 -0.46120 5.66504
H 2.04904 0.74584 5.63191
H 1.32989 -1.30545 4.45179
H 2.73116 -1.20127 3.38378
H 0.72007 -0.28085 2.26907
H 0.49164 0.85954 3.59886
H -2.21874 -0.09471 -0.70719

=====

36
Properties=species:S:1:pos:R:3 method="wB97M-V/def2-TZVPD" s_squared=2.007 orbital_gap_ev="6.93 / 6.21" multiplicity=3 relative_energy_ev=0.7012
C -0.99561 -1.03556 -1.94546
C 1.75912 -0.23672 -2.34231
C -1.27524 0.37727 -1.96637
H -1.73471 -1.68802 -1.42982
C 1.42872 1.13561 -2.02557
H 2.79703 -0.43877 -2.13543
H -2.21104 0.79364 -1.52829
H 2.31019 1.69309 -1.74036
C -0.89191 1.22230 -3.18728
H -1.62775 2.05109 -3.24821
H -0.91514 0.72739 -4.18172
C -0.24323 -1.72517 -3.07168
H -0.89684 -1.92906 -3.93875
H 0.01585 -2.73607 -2.71603
C 1.08527 -0.98871 -3.48154
H 0.99794 -0.23724 -4.27714
H 1.81949 -1.74471 -3.83033
C 0.45708 1.92844 -2.91580
H 1.06489 2.13919 -3.81464
H 0.16154 2.90443 -2.47229
Pt 0.65778 -0.32233 -0.67910
H -0.72667 0.53028 -0.36495
S 0.68714 -2.41182 0.42902
C 0.22100 -1.65825 1.87321
N 0.10793 -0.35150 2.04820
C -0.23671 0.00862 3.31083
C -0.19924 1.31740 3.77475
C -0.31559 1.47869 5.13511
C -0.47091 0.38145 5.99652
C -0.56831 -0.91898 5.53805
C -0.40487 -1.11896 4.18070
S -0.23164 -2.59324 3.26650
H -0.09812 2.14949 3.05324
H -0.23436 2.50618 5.45248
H -0.55888 0.57850 7.05998
H -0.73418 -1.78794 6.17445

=====

Repeat the fifth record exactly.
40
Properties=species:S:1:pos:R:3 method="wB97M-V/def2-TZVPD" smiles="N[C@@H](Cc1c[nH]c2ccccc12)C(=O)N[C@@H](CC(=O)O)C(=O)O" orbital_gap_ev=8.35 relative_energy_ev=3.2530
N -0.38006 -1.27134 -0.65388
C 0.15912 -1.08410 0.68373
C 1.05696 0.10316 0.90072
C 2.40742 -0.02099 0.34780
C 3.62956 -0.33547 1.04009
N 4.61683 -0.49127 0.16699
C 4.06918 -0.06094 -1.04422
C 4.73317 -0.30092 -2.27370
C 3.98146 -0.27334 -3.42249
C 2.56691 0.05081 -3.28792
C 1.92681 0.29698 -2.15239
C 2.78507 0.17805 -0.96476
C -1.03829 -0.82667 1.63974
O -0.85750 -0.81083 2.84750
N -2.13252 -0.49660 1.01733
C -3.35416 -0.02033 1.63069
C -3.31306 1.50028 1.91913
C -3.50378 2.36742 0.64543
O -4.29213 3.32119 0.56780
O -2.60731 2.18729 -0.33451
C -4.53300 -0.42111 0.73310
O -4.40322 -0.50015 -0.46958
O -5.56606 -0.59839 1.39792
H -0.71562 -2.25680 -0.71921
H 0.39747 -1.29905 -1.30689
H 0.71282 -1.94594 1.02593
H 1.06448 0.67331 1.80140
H 0.61479 0.88813 0.32520
H 3.65437 -0.80379 2.06972
H 5.48717 -0.48013 0.62916
H 5.79999 -0.47166 -2.35025
H 4.26666 -0.62910 -4.45227
H 2.09507 0.17288 -4.25657
H 0.86845 0.46546 -1.98520
H -2.01995 -0.44412 0.00501
H -3.42066 -0.50179 2.55701
H -2.35698 1.77767 2.50802
H -4.12026 1.82907 2.63053
H -2.03663 1.45347 -0.17613
H -6.24255 -0.92034 0.76001